1.
The following is a quantum chemistry calculation of a molecular structure, C41H63BN12SSn in a non-equilibrium geometry, from OMol25.

Values from the calculation:
Maximum force   0.0706 hartree/bohr
Gap between HOMO and LUMO   7.14 eV
ΔE to the lowest compared entry with this formula, charge and spin   28.8 kcal/mol
Energy   -2894.062570 Eh
E_LUMO   -6.23 eV
HOMO energy   -0.491 Eh
M   885.6 g/mol

Structure (ORCA input):
```
! wB97M-V def2-TZVPD RIJCOSX def2/J DEFGRID3
* xyz 2 1
Sn 0.3593 0.6066 1.2784
S 1.5015 1.6512 3.1485
N 1.2466 -1.9711 -0.3730
N -0.9894 0.8498 -2.6193
N -1.3997 2.3926 -0.2791
N 3.1804 0.3247 4.6992
N 0.0857 1.6933 -2.3199
N 1.0781 3.0021 -0.3050
N -1.3342 -0.9708 1.1209
N -1.3285 1.8888 0.9700
N 0.8017 -0.5909 -0.5898
N 0.5062 -1.0534 2.8560
N 1.7432 1.8611 -0.0107
N 1.5905 -0.9844 3.7044
C 0.1917 -5.4936 4.3546
C -1.7288 -0.2098 -4.8050
C -3.4713 2.3688 0.4580
C 0.2940 -4.4019 3.4732
C -2.8853 -0.5767 -3.9972
C 5.1579 1.6182 1.6538
C 4.2339 1.2080 0.4863
C 1.9310 4.0615 -0.2147
C -3.6001 2.7728 3.5463
C 2.1010 0.1811 3.8811
C 0.9992 1.7263 -3.3290
C -3.1255 -1.9856 -0.0363
C 1.0537 -2.7575 -1.6020
C -2.3115 -0.9282 0.2064
C -0.4465 -2.7972 -1.8112
C -1.8749 1.1017 3.6876
C 1.6482 -4.1260 -1.3027
C 1.4841 5.4567 -0.4491
C 2.1946 2.5011 -3.2202
C -1.1919 -2.1348 1.7832
C 3.1821 3.5423 0.0306
C -3.0076 1.5097 2.8216
C -1.1904 -1.4922 -5.4641
C -2.6183 1.8452 1.4167
C -2.6700 2.7150 -0.6400
C 1.7022 -2.1744 -2.8842
C -2.1245 0.7991 -5.9175
C -0.7247 0.4651 -3.9199
C -0.4534 -5.3226 5.6070
C -0.9110 -4.1010 6.0111
C -3.0081 -3.1618 0.6701
C 0.5098 0.9296 -4.3529
C 3.0245 2.1883 0.1869
C 5.0405 1.2491 -0.8349
C -4.0361 0.4053 2.8025
C -3.1193 3.2230 -1.9956
C -0.1945 -2.0845 2.8552
C 3.7928 -0.2582 0.6445
C -0.7950 -3.0184 5.1478
C -0.2067 -3.2004 3.8885
C -1.9817 -3.2622 1.5561
B -0.1445 2.7878 -1.2030
H 4.7274 -0.8289 0.8106
H -1.7930 -4.0504 2.2751
H -2.5370 2.8034 -2.7988
H 1.0056 0.6477 -5.2730
H 4.4392 1.0184 -1.7055
H -0.8482 -2.0552 -2.4450
H 3.5040 1.2903 4.8994
H -2.1279 0.7776 4.6800
H -0.0817 -0.6748 -1.0593
H 4.1079 4.1127 0.2142
H 0.7512 5.4850 -1.2920
H -4.8144 0.5513 2.0594
H 2.6698 -4.0562 -0.9295
H -0.9440 -2.6733 -0.8807
H 6.1457 1.1204 1.5639
H 2.7485 -1.9801 -2.8672
H 1.2066 -4.6136 -0.4808
H 1.2414 -1.2414 -3.2972
H -1.3682 -4.0098 6.9427
H 0.8414 -4.3754 2.5555
H -1.2773 1.1079 -6.5348
H 4.8060 1.3580 2.6553
H -2.6101 1.6730 -5.5437
H -2.7812 0.3069 -6.6713
H -2.5391 -0.0705 -0.3905
H -1.2099 -2.0408 5.4382
H -2.9158 3.6573 3.6012
H 0.6292 -6.4491 4.1354
H -3.6278 -0.9390 -4.6495
H -3.8718 -1.7955 -0.8261
H -0.4265 -1.2771 -6.2145
H 3.0754 -0.2671 1.4764
H 2.8059 2.2317 -4.0866
H -1.9834 -2.1120 -5.9835
H -0.6133 -6.1567 6.2891
H -1.3227 1.9444 3.7848
H -3.9766 2.4393 4.4918
H 0.9346 5.8597 0.4072
H -0.8230 -3.7336 -2.2142
H -0.6661 -2.1502 -4.7718
H -3.7563 -3.9327 0.5283
H 5.2805 2.7439 1.6119
H 1.6206 -4.7840 -2.1319
H 2.2637 -1.8859 -0.2025
H -1.2812 0.2566 3.3020
H 2.7493 2.3164 -2.3328
H -4.5609 2.5212 0.4742
H -4.1208 2.9382 -2.1224
H -0.3704 3.8330 -1.6559
H -4.4731 0.4637 3.7904
H -2.7079 -1.2644 -3.1753
H 1.5064 -2.9204 -3.6819
H 2.2524 6.1212 -0.8096
H 5.3809 2.3197 -0.9561
H 3.7425 -0.4901 4.9435
H -3.0739 4.2941 -2.0779
H -3.2677 0.3948 -3.4996
H 1.9536 3.5980 -3.2808
H -3.4873 -0.5329 2.6961
H -4.4781 3.1675 3.0455
H 5.8899 0.6008 -0.7707
H 3.3305 -0.4765 -0.3096
H 1.3654 0.0151 -1.2200
*
```


2.
The following is a quantum chemistry calculation of 8 unconnected molecules or ions with the total composition C41H63ClN2O18P2S2 in a non-equilibrium geometry, from OMol25.

Values from the calculation:
SMILES   [H]/N=C(/C)C[C@@H]1C(=O)N[C@](CC#C)(CSCC)[C@@]1(P(O)Cl)P(O)(O)=S.O=C1CCCO1.O=C1CCCO1.O=C1CCCO1.O=C1CCCO1.O=C1CCCO1.O=C1CCCO1.O=C1CCCO1
Maximum force   0.0669 hartree/bohr
Gap between HOMO and LUMO   8.15 eV
Energy   -5003.238513 Eh
E_LUMO   0.03 eV
HOMO energy   -0.299 Eh
M   1033.5 g/mol

Structure (ORCA input):
```
! wB97M-V def2-TZVPD RIJCOSX def2/J DEFGRID3
* xyz 0 1
Cl 2.4794 -2.6486 4.1960
S -1.6378 -1.6041 6.6565
S 0.4049 1.2664 6.7443
P -1.9797 -0.8580 4.8805
P 0.4305 -2.5006 4.6973
O -4.2007 -3.5301 1.7318
O 10.8211 0.3724 6.3746
O -0.2861 -3.8735 3.9743
O -2.7069 0.6392 4.9195
O 5.0571 0.4431 4.1943
O -3.1120 -1.9121 4.1958
O 1.5881 -1.3470 0.9317
O -6.6258 0.3229 -2.5238
O 10.5052 0.8010 4.1776
O -8.3778 -0.5686 -3.6384
O -2.8794 2.7014 -10.0203
O 6.8140 -0.0987 2.8827
O -2.6600 2.3027 -7.8084
O -0.6871 4.3249 -5.9818
O -0.7410 -1.6753 -4.3177
O -1.2604 0.2821 -3.2929
O 1.1009 3.6918 -7.2140
O -4.4464 -3.1327 -0.4792
N -2.6630 -0.6185 0.1383
N 1.5718 0.0932 2.8594
C -0.3338 -0.8911 3.9005
C 0.3974 2.0189 9.3915
C 0.6679 0.3397 4.0334
C 0.1573 2.5934 1.0977
C 0.1796 1.8418 3.7604
C -4.7536 -3.7424 0.5089
C 10.3654 -0.6253 7.2988
C -4.4853 0.8666 -7.4919
C -3.1817 1.3367 -6.8833
C -6.0191 -4.9687 2.0685
C 5.6163 0.4896 3.1304
C 9.0557 -1.1270 6.7293
C 5.9881 0.6238 0.8109
C -5.7548 -4.8686 0.5780
C -3.2003 2.0909 -9.0371
C -0.5091 -0.8866 2.3273
C -6.2443 -1.7075 -3.6502
C 0.2192 0.3895 -5.1237
C 0.3689 4.3847 -9.3297
C -1.1432 -2.1039 1.5527
C -7.2302 -0.6246 -3.2861
C 1.4841 0.5271 5.4037
C 0.3194 1.6734 -4.3253
C -0.6183 -0.4816 -4.2212
C -0.9682 1.6680 -3.5357
C -0.0877 4.3242 -7.0228
C 1.3330 1.2466 8.3369
C -1.4265 -2.2202 -1.2186
C 1.5905 3.9824 -8.5314
C 0.1813 2.3012 2.2762
C 5.1340 1.2302 1.9074
C -1.7902 -1.5698 0.1857
C 9.2782 -0.9918 5.2347
C 10.2424 0.1649 5.1610
C 1.0286 -0.8234 1.8636
C -4.7097 -4.4958 2.6621
C -5.1346 -1.4818 -2.6396
C -0.5027 5.0457 -8.2793
C -5.2313 0.0043 -2.3785
C -4.2041 0.9668 -8.9797
C 7.2484 0.2408 1.5566
H -5.2899 1.5567 -7.2235
H 10.2389 -0.1793 8.2856
H -4.8975 0.2647 -1.3744
H -4.7770 -0.1321 -7.1656
H -0.1420 2.7411 0.0311
H 1.1984 -0.0534 -5.2979
H -5.2955 -5.7773 0.1831
H 0.6020 5.0299 -10.1772
H 8.8078 -2.1403 7.0470
H -3.9801 -5.3047 2.7585
H -0.1338 3.4929 -9.7140
H -3.7421 0.0573 -9.3696
H -1.5616 4.8974 -8.4847
H -2.2882 -1.9846 -1.9144
H -6.6593 -4.6232 0.0237
H -0.3944 -2.8941 1.2210
H -6.3054 -5.9678 2.3983
H 0.9282 2.5186 4.2828
H -1.9660 -2.6580 2.0816
H -4.6620 0.5934 -3.1046
H 4.0728 1.0548 1.7350
H -2.4552 0.5259 -6.7792
H -5.9022 -1.5468 -4.6756
H -6.6908 -2.6952 -3.5447
H -0.2752 6.1086 -8.1704
H -0.8676 2.1923 -2.5852
H -0.4920 -1.7871 -1.6653
H 2.2768 1.8516 8.2557
H 1.4972 0.1854 8.6671
H 0.3439 1.4961 10.3859
H -6.8221 -4.2800 2.3456
H -1.7991 2.1061 -4.0952
H 0.7585 3.0769 9.5768
H -5.3545 -2.0365 -1.7199
H 11.1211 -1.4134 7.3612
H 7.7464 -0.6166 1.1038
H -2.8704 -0.3125 1.0959
H -5.1016 1.2140 -9.5439
H -3.3975 -2.5169 4.9116
H 5.5003 -0.2738 0.4204
H 0.4415 2.5627 -4.9407
H 2.3489 1.2557 5.2729
H 9.7538 -1.8796 4.8120
H -0.3109 0.5372 -6.0672
H -3.3301 1.8049 -5.9099
H -1.1456 0.0071 2.1204
H 2.3253 4.7892 -8.4597
H 5.3322 2.2964 2.0365
H -4.8479 -4.0278 3.6367
H 2.5634 -0.0353 3.0880
H 7.9597 1.0680 1.6246
H 8.3517 -0.7640 4.7094
H -4.1509 -1.7933 -2.9907
H -0.6662 2.1074 8.9962
H 8.2398 -0.4682 7.0394
H 6.1716 1.2972 -0.0267
H -1.4181 -3.3430 -1.1118
H 1.9448 -0.4275 5.7806
H -2.8255 0.9442 3.9941
H 1.1733 1.6147 -3.6434
H 0.0825 -4.0126 3.0718
H 2.0770 3.0984 -8.9444
H -0.8208 2.1217 4.1919
*
```


3.
The following is a quantum chemistry calculation of 11 unconnected molecules or ions with the total composition C41H65Cl20F2N3O6 in a non-equilibrium geometry, from OMol25.

Values from the calculation:
SMILES   C=CC(=O)OCCCCCCc1c(N)c2c(c(ON=O)c1CCF)C(=O)N([C@@H](C)F)C2=O.ClCCCl.ClCCCl.ClCCCl.ClCCCl.ClCCCl.ClCCCl.ClCCCl.ClCCCl.ClCCCl.ClCCCl
Maximum force   0.0268 hartree/bohr
Gap between HOMO and LUMO   8.37 eV
Energy   -11620.482389 Eh
E_LUMO   -0.61 eV
HOMO energy   -0.330 Eh
M   1443.0 g/mol

Structure (ORCA input):
```
! wB97M-V def2-TZVPD RIJCOSX def2/J DEFGRID3
* xyz 0 1
Cl -4.0155 3.0119 4.8237
Cl 6.0195 -3.0754 3.0090
Cl 0.0290 -2.0895 -7.8734
Cl 8.1798 -3.9495 -0.4403
Cl 10.2060 0.2733 6.1799
Cl -2.4945 6.2686 -1.4786
Cl -3.8695 -7.3869 -3.2902
Cl 10.5147 0.0237 1.6206
Cl 9.4637 3.1362 2.4805
Cl 5.2694 -5.6483 -0.6353
Cl 10.2459 -3.0638 5.4601
Cl 3.8630 -3.6806 5.5774
Cl -0.9995 -0.3758 -5.1170
Cl 0.5787 9.1847 -0.4013
Cl -11.6526 -2.5949 -1.2848
Cl -11.2066 -0.4030 1.2742
Cl -4.5277 -4.1797 -2.3462
Cl -3.3805 5.2742 7.2873
Cl -1.8371 3.8201 -3.7192
Cl 1.6940 7.6961 -3.2266
F -1.7207 0.1719 3.1841
F 2.9792 -1.1940 -3.1458
O 3.7324 -0.7242 0.6231
O -7.4052 -0.5633 -1.7178
O -7.4889 -1.8229 0.1430
O 1.0269 -3.1431 -2.1287
O 1.8910 3.3845 1.2367
O 1.7217 1.2549 1.6828
N -1.5740 -1.8215 -1.6559
N 2.7335 -2.0337 -0.9893
N 2.2611 2.3635 0.8564
C -2.0864 1.4321 2.7427
C 2.7637 -1.0158 0.0017
C 2.2639 8.7433 -0.7755
C -11.1195 -2.9815 0.3728
C -1.3644 0.0880 -0.0511
C 11.1078 2.4721 2.6683
C -3.8730 2.0561 -1.8806
C 7.7485 -5.4300 0.4562
C 9.1596 -0.5935 5.0199
C 6.8883 -6.3480 -0.3709
C 4.1924 -2.1093 4.8003
C 0.8495 0.5343 0.8695
C -2.9293 -4.9841 -2.3784
C 8.8236 -1.9873 5.4771
C -1.2655 6.3089 -2.7737
C -7.0359 0.5718 -0.9091
C 1.3767 -0.4933 0.1003
C -8.3975 -2.6670 -1.8724
C -5.0091 1.1195 -2.2826
C 4.2075 -3.1478 -2.6137
C -3.2588 1.8057 -0.5030
C -0.5278 0.8282 0.8219
C -3.4547 2.6644 6.4812
C -2.8475 0.3529 -0.1991
C 0.9548 -0.8657 -6.9652
C 11.4690 1.5264 1.5515
C -7.7256 -1.6557 -1.0277
C -1.0276 1.9254 1.7481
C 2.5726 8.8954 -2.2417
C -6.4191 1.5856 -1.8572
C 3.6579 -1.8396 -2.1123
C 1.3866 -2.2723 -1.4051
C 4.4712 -2.2450 3.3272
C -8.0299 -3.9457 -1.8251
C -2.8131 -5.9657 -3.5131
C -4.0274 3.6263 7.4889
C 0.6640 -0.9113 -5.4890
C -0.8195 -0.9738 -0.8134
C 0.5505 -1.2314 -0.7112
C -1.7236 5.5766 -4.0068
C -11.7705 -2.0901 1.3972
H 3.4332 -3.7254 -3.1097
H 11.1599 1.9807 3.6375
H -1.0067 5.7272 -4.8127
H 1.3384 -0.2422 -4.9588
H 6.7469 -7.2955 0.1463
H -5.0018 1.0534 -3.3690
H -3.0697 -5.5056 -4.4636
H 4.5655 -3.6885 -1.7421
H -9.1979 -2.3236 -2.5122
H 2.9066 9.4037 -0.1961
H -2.1783 -4.2027 -2.4900
H -7.9018 0.9506 -0.3748
H 12.5167 1.2436 1.6377
H -2.6968 5.9248 -4.3426
H 8.2457 -0.0094 4.9222
H 5.0161 -2.9770 -3.3182
H -6.4260 2.5754 -1.4062
H 0.7893 -1.9127 -5.0855
H 8.4152 -1.9915 6.4848
H 0.7224 0.1088 -7.3867
H 8.0897 -2.4166 4.7991
H -3.8864 2.1911 0.2985
H 2.3071 9.8843 -2.6054
H 4.5406 -1.2606 2.8706
H -3.0800 2.1145 -2.6221
H -8.1587 -4.5576 -2.7072
H -4.8753 0.1001 -1.9275
H 2.0097 -1.0754 -7.1325
H -4.2856 3.0649 -1.8422
H -1.0862 7.3545 -3.0088
H -3.0649 1.4325 2.2751
H -5.1102 3.6801 7.4143
H -7.6498 -4.4095 -0.9263
H 3.3088 -1.4904 4.9456
H -1.3649 2.8171 1.2320
H -2.7819 -5.4668 -1.4160
H -0.3496 5.8837 -2.3762
H 5.0281 -1.6494 5.3224
H -12.8524 -2.0884 1.2939
H 11.7950 3.3164 2.6692
H 2.4236 7.7216 -0.4406
H 9.6688 -0.5991 4.0613
H -3.7740 1.6508 6.7169
H -3.7630 3.3007 8.4935
H -2.0892 2.1053 3.5905
H -11.3910 -4.0189 0.5609
H 7.2440 -5.1367 1.3731
H -1.7907 -6.3346 -3.5693
H -2.3678 2.6918 6.4783
H -3.2948 0.0726 0.7545
H -11.5162 -2.4389 2.3965
H -2.4961 -2.0189 -1.3016
H -2.3589 2.4123 -0.4715
H -3.2306 -0.3423 -0.9304
H -6.2594 0.2628 -0.2160
H 11.3109 1.9782 0.5758
H -10.0347 -2.8960 0.4026
H 8.6818 -5.9265 0.7164
H -0.1867 2.2275 2.3580
H 3.6882 -2.8017 2.8201
H 4.4557 -1.1787 -1.7891
H -1.5830 -1.5476 -2.6260
H 7.3360 -6.5467 -1.3411
H 3.6354 8.7360 -2.4145
H -7.0382 1.6355 -2.7501
*
```